# 1
DFT (wB97M-V/def2-TZVPD) results for a molecular structure, C30H53AlBCl2FN3NaO8S at a distorted geometry.

Geometry as XYZ:
```
101
Properties=species:S:1:pos:R:3
C 5.9866 -1.7528 0.5358
B 6.0763 -0.4204 -0.4063
O 7.3334 0.2014 -0.7351
C 4.6377 0.1323 -0.9878
C 4.5272 0.2066 -2.3905
C 3.2061 0.7400 -3.0913
O 3.0217 0.8230 -4.3401
C 2.0151 1.1546 -2.1439
C 2.0874 1.0533 -0.7261
C 0.8002 1.4573 0.1061
C -0.0068 0.1337 0.5208
C -0.3943 -0.8142 -0.7136
C 0.2320 -2.2922 -0.6122
C 1.2611 -2.6428 -1.7858
N 1.4817 -4.1262 -1.6952
C 3.4283 0.5440 -0.0379
O 3.5054 0.4463 1.1974
H 6.3245 -1.5363 1.6034
H 4.9190 -2.1419 0.5148
H 6.6862 -2.5158 0.0530
H 7.6556 -0.2134 -1.5661
H 5.3916 -0.1213 -3.0405
H 1.0634 1.5445 -2.6134
H 0.1353 2.2245 -0.4249
H 1.1159 1.9672 1.0851
H 0.5708 -0.4743 1.2727
H -0.9746 0.4884 1.0154
H -1.5347 -0.9394 -0.6874
H -0.1453 -0.3952 -1.7388
H 0.7327 -2.4863 0.4662
H -0.6303 -3.0301 -0.7193
H 0.8106 -2.3986 -2.8025
H 2.2758 -2.1469 -1.6683
H 2.4119 -4.3816 -2.0441
H 0.7953 -4.6266 -2.2751
N -3.6232 -0.0566 1.0892
H -4.6264 -0.0824 1.2834
H -3.1591 0.5599 1.7607
H -3.2312 -1.0102 1.1748
H -3.4675 0.2932 0.1397
Cl 1.8247 -3.3025 1.1158
C -5.5577 1.7014 3.8705
C -6.9330 2.3412 4.1174
C -7.8379 1.6915 5.1788
N -8.5725 0.4039 4.7854
C -9.8743 0.3758 5.5707
C -8.9221 0.2568 3.2979
C -7.8623 -0.6675 2.7375
C -7.6600 -1.6702 3.8581
C -7.7498 -0.8545 5.1392
H -5.5347 0.6266 4.0560
H -5.2558 1.8694 2.8344
H -4.7953 2.1649 4.5054
H -7.4567 2.4540 3.1691
H -6.7435 3.3690 4.4498
H -8.6176 2.4214 5.4176
H -7.2999 1.4868 6.1125
H -10.4963 1.2073 5.2318
H -9.6480 0.4742 6.6339
H -10.3816 -0.5762 5.3755
H -9.8999 -0.2304 3.2298
H -8.9951 1.2316 2.8204
H -6.9379 -0.1289 2.5114
H -8.1891 -1.1500 1.8128
H -6.7069 -2.1972 3.7788
H -8.4554 -2.4228 3.8395
H -6.7619 -0.5418 5.4957
H -8.2518 -1.4030 5.9381
F 3.7936 -4.0134 -0.1166
C 5.7494 -2.6059 -8.3348
C 4.4879 -1.7429 -8.1902
C 4.2189 -1.5603 -6.7033
S 5.8028 -1.6693 -5.8962
O 5.8100 -2.8445 -5.0629
O 6.1649 -0.3652 -5.3950
C 6.7617 -2.0117 -7.3596
H 6.1312 -2.6065 -9.3574
H 5.5201 -3.6393 -8.0598
H 4.6599 -0.7632 -8.6492
H 3.6269 -2.1984 -8.6922
H 3.7724 -0.5874 -6.4894
H 3.5828 -2.3546 -6.3109
H 7.5814 -2.6882 -7.1217
H 7.1538 -1.0618 -7.7296
Na 3.3454 0.1354 -9.5680
O -11.5514 -2.6048 3.9178
H -10.8922 -1.9087 3.8379
Al -5.8050 1.5025 6.5371
Cl -1.0498 -1.6984 2.0392
C 5.9756 3.4541 1.1084
C 7.2261 3.2278 0.7033
C 8.1796 4.3399 0.5008
O 9.3185 4.1353 0.1297
C 7.6936 5.7116 0.7664
C 6.4433 5.9372 1.1713
C 5.4899 4.8250 1.3735
O 4.3487 5.0303 1.7448
H 5.2636 2.6518 1.2612
H 7.5972 2.2296 0.5055
H 8.4049 6.5136 0.6139
H 6.0713 6.9348 1.3693
```

Net charge: +2
Kohn-Sham gap: 2.149 eV
LUMO energy: -7.40 eV
Energy: -103074.8400 eV
Largest force on an atom: 0.08964 hartree/bohr

***

# 2
DFT (wB97M-V/def2-TZVPD) results for a molecular structure, C30H53BN6O4S3V at a distorted geometry.

Geometry as XYZ:
```
98
Properties=species:S:1:pos:R:3
V 1.1206 1.9819 0.6894
C -1.3220 2.9568 1.4920
C -0.7039 4.0012 0.4821
O 0.3049 3.4180 -0.3795
C 1.3918 4.2185 -0.9043
C 2.8298 3.6192 -0.6435
O 2.7519 2.2055 -0.3946
C 3.7813 1.4607 0.3041
C 3.3866 0.9803 1.7401
O 1.9890 0.6332 1.8115
C 1.2912 0.6521 3.0853
C -0.1589 1.2918 3.0198
O -0.4990 1.7931 1.7101
H -2.2611 2.5942 1.0753
H -1.5097 3.4674 2.4396
H -0.2601 4.8327 1.0283
H -1.5199 4.3746 -0.1427
H 1.3582 5.2201 -0.4718
H 1.2282 4.2930 -1.9794
H 3.2979 4.1106 0.2080
H 3.4342 3.7984 -1.5390
H 4.7043 2.0420 0.3720
H 3.9519 0.5837 -0.3199
H 3.6038 1.7511 2.4782
H 3.9976 0.0997 1.9597
H 1.8936 1.1961 3.8155
H 1.1692 -0.3844 3.3954
H -0.2176 2.1039 3.7466
H -0.8834 0.5165 3.2747
C 2.7530 -0.0083 -4.4806
C 1.3959 0.6902 -4.4026
C 1.4725 1.9691 -3.5692
C 0.9626 1.0673 -5.8190
N 0.3980 -0.2278 -3.8051
C -0.7220 -0.6954 -4.4714
C -1.3578 -1.5281 -3.6351
N -0.6525 -1.5880 -2.4542
B -1.2006 -2.5439 -1.3605
N -2.4255 -1.9419 -0.6449
C -3.3303 -2.7978 -0.0582
C -4.3357 -2.0706 0.4490
N -4.0726 -0.7402 0.1469
C -2.8726 -0.6699 -0.5217
S -2.0685 0.7275 -1.0567
C -4.9082 0.3843 0.6375
C -4.1250 1.0971 1.7411
C -5.2875 1.3397 -0.4954
C -6.2114 -0.1675 1.2165
N -0.1024 -3.0659 -0.4077
C 0.8562 -3.8952 -0.9441
C 1.6503 -4.3200 0.0492
N 1.1514 -3.7850 1.2312
C 0.0818 -2.9750 0.9249
S -0.8364 -2.0105 1.9786
C 1.8458 -3.9440 2.5333
C 2.8528 -5.0927 2.4320
C 2.5871 -2.6390 2.8229
C 0.8784 -4.2957 3.6635
C 0.4345 -0.7830 -2.5510
S 1.6296 -0.4515 -1.3694
H 3.4932 0.6832 -4.8866
H 2.6913 -0.8762 -5.1394
H 3.0739 -0.3370 -3.4940
H 2.1426 2.6789 -4.0605
H 1.8433 1.7440 -2.5717
H 0.4801 2.4165 -3.4812
H 1.7107 1.7450 -6.2292
H 0.0014 1.5825 -5.8266
H 0.9076 0.1966 -6.4728
H -0.9846 -0.3965 -5.4659
H -2.2715 -2.0776 -3.7676
H -1.6055 -3.5240 -1.9504
H -3.1623 -3.8588 -0.0322
H -5.2042 -2.3894 0.9890
H -3.1595 1.4142 1.3497
H -3.9528 0.4174 2.5779
H -4.6760 1.9684 2.0996
H -4.4103 1.7303 -0.9993
H -5.8668 2.1644 -0.0766
H -5.9048 0.8217 -1.2320
H -6.0502 -0.7402 2.1300
H -6.7357 -0.7898 0.4906
H -6.8544 0.6765 1.4644
H 0.8955 -4.0974 -1.9992
H 2.5049 -4.9649 0.0100
H 3.7140 -4.8390 1.8131
H 2.3842 -5.9950 2.0383
H 3.2191 -5.3125 3.4341
H 3.2641 -2.4066 1.9978
H 3.1634 -2.7224 3.7464
H 1.8627 -1.8309 2.9183
H 0.4231 -5.2709 3.4809
H 0.0869 -3.5614 3.7578
H 1.4424 -4.3455 4.5964
C 1.6659 3.5681 2.1832
H 0.8216 3.8345 2.8343
H 1.9842 4.5300 1.7552
H 2.4711 3.3134 2.8858
```

Net charge: 0
<S²>: 0.807
Multiplicity: 2
Kohn-Sham gap (alpha / beta): 5.835 / 5.393 eV
LUMO energy (alpha / beta): 0.28 / 0.28 eV
Energy: -107968.7668 eV
Largest force on an atom: 0.02323 hartree/bohr
Energy above the lowest of the compared OMol25 structures with the same formula, charge and spin: 75.2 kcal/mol

***

Which of these has the lowest energy? C30H53BN6O4S3V

***

Which of these has the highest net charge? C30H53AlBCl2FN3NaO8S

***

What is the largest force on an atom in the second record? 0.02323 hartree/bohr

***

Among the records above, which one has the highest largest force on an atom? C30H53AlBCl2FN3NaO8S